No. 1
126
Properties=species:S:1:pos:R:3:forces:R:3 method="wB97M-V/def2-TZVPD" lumo_energy_ev=0.48 charge=0 total_energy_ev=-89320.104 mol_weight_da=970.11 orbital_gap_ev=8.334 smiles=c1cc[nH]c1.c1cc[nH]c1.c1cc[nH]c1.Fc1ccccc1.Fc1ccccc1.Fc1ccccc1.Fc1ccccc1.Fc1ccccc1.Fc1ccccc1.Fc1ccccc1.Fc1ccccc1 multiplicity=1
C 14.634117 -13.524630 14.003928 0.398 0.271 -0.229
H 12.687089 -16.151973 10.207640 -0.650 -0.298 0.170
H 8.866773 -11.631838 13.889451 -0.063 -0.012 0.037
H 10.285791 -11.949802 19.300528 -0.399 0.204 -0.087
H 10.546950 -15.634359 17.207785 -0.149 0.230 -0.095
C 11.317474 -11.738899 19.087805 -1.414 0.584 0.503
C 12.005836 -13.619324 14.598502 -0.254 -0.638 -0.572
C 6.320061 -16.256554 17.849232 1.195 -1.175 1.255
F 13.664434 -9.100057 19.576879 0.806 0.447 -0.001
C 10.626273 -15.781672 9.710914 -0.266 0.107 -0.903
C 7.198159 -16.078047 18.957754 -2.845 1.906 -1.433
C 9.331208 -16.248318 9.799454 -0.968 -0.275 0.441
C 5.592883 -14.413662 13.524516 0.009 0.668 -0.021
N 8.229701 -13.247414 15.133771 -0.323 -0.261 0.328
H 7.964467 -13.952915 14.471213 0.235 -0.064 -0.402
H 11.121030 -19.228292 13.809059 -0.067 0.504 0.354
H 5.160366 -13.499323 19.220151 -0.419 1.050 0.495
H 6.201739 -18.282825 13.051841 0.233 0.420 -0.535
F 10.627238 -25.127193 15.987147 -0.146 -0.284 0.168
H 10.977865 -13.630434 14.849565 -0.968 -0.108 0.235
H 15.687304 -13.464674 13.749569 -0.052 0.034 0.080
H 9.023619 -21.621001 13.739261 0.232 0.102 -0.349
C 8.212026 -12.209771 17.092283 -0.042 -0.921 0.198
H 14.004459 -13.254681 17.767892 -0.075 -0.047 0.110
C 7.447742 -15.609003 13.125226 0.548 -0.337 -0.355
C 5.608844 -19.142752 13.271120 -0.486 -0.234 0.313
C 13.977501 -23.736204 12.145483 -0.781 0.962 -0.892
H 10.840323 -14.926932 9.067647 0.063 -0.229 0.239
H 12.855926 -16.496574 16.649450 -0.078 0.140 0.291
N 6.735873 -14.903887 19.569607 0.313 -1.276 -0.960
C 8.305088 -22.479606 16.882476 1.113 -0.012 0.441
H 3.588438 -22.288248 14.334573 0.193 0.929 -0.190
F 12.347599 -18.277493 11.635895 0.582 -0.349 0.356
F 8.646046 -18.406277 14.185972 0.144 0.154 0.064
F 14.765268 -24.788800 12.303555 0.608 -0.590 0.002
C 5.063729 -20.008988 12.329690 0.358 0.251 -0.193
H 7.839829 -22.046204 17.749552 -0.417 -0.273 0.230
C 8.642776 -11.312150 16.105796 0.003 0.694 -1.127
H 5.832514 -16.185746 14.656095 0.802 0.125 0.040
F 14.936351 -11.462340 15.027575 -1.244 -0.329 0.098
C 7.978439 -13.421154 16.460173 0.423 1.841 -0.153
C 5.347823 -15.250945 17.871355 0.367 1.762 1.662
H 3.917808 -21.756048 11.896626 -0.070 -0.434 -0.186
H 15.018347 -11.109269 18.334461 -0.253 0.125 0.197
H 12.280797 -21.511313 13.857700 -0.344 -0.073 -0.127
F 5.777564 -18.576813 15.526705 0.893 1.329 1.354
C 10.688551 -16.368896 16.427632 -0.359 0.205 -0.091
H 8.540537 -15.815230 9.192094 0.088 0.241 0.299
C 12.914950 -22.158149 10.640005 -0.144 0.199 0.040
C 15.649153 -17.863108 17.524145 -1.118 0.291 0.922
C 12.550753 -14.679791 13.882492 0.051 0.240 0.053
H 12.746931 -21.801349 9.634608 0.028 0.024 -0.086
C 12.611145 -22.065699 12.983116 -1.528 2.004 0.662
C 14.059248 -12.468342 14.691570 1.532 -0.717 -0.724
C 7.403945 -14.546151 12.231691 0.021 -0.729 0.175
H 11.277213 -9.701655 19.835728 -0.236 -0.083 -0.033
H 11.973432 -15.534947 13.583102 -0.366 -0.091 -0.023
C 12.715317 -12.502654 14.952288 0.426 1.205 0.859
H 8.215473 -16.384720 13.213439 -0.410 0.558 -0.324
C 9.728831 -17.866128 14.798647 1.325 0.183 0.230
C 9.005732 -17.337783 10.615747 0.901 -0.594 -0.663
H 13.175672 -20.185766 17.841991 0.366 0.030 -0.209
C 4.080767 -21.345061 14.010877 0.190 -1.317 0.920
H 16.025932 -16.950474 17.969347 0.069 -0.218 0.364
H 7.967513 -17.661103 10.670947 0.285 -0.051 0.077
C 11.955977 -16.856114 16.178264 -0.573 -1.014 -0.997
C 9.101193 -23.608994 16.980652 0.036 -0.455 0.033
C 5.645179 -14.379220 18.931806 0.944 -2.514 -1.121
H 5.221365 -19.729286 11.304470 0.061 -0.239 -0.429
C 4.594752 -20.482658 14.982658 0.100 -0.501 0.487
C 14.029763 -19.656862 17.407117 -0.652 -0.210 1.188
H 4.488087 -15.026647 17.286207 -0.253 -0.417 -0.770
H 8.064906 -12.033114 18.148703 0.082 0.081 -0.123
C 11.839680 -10.503904 19.379071 0.964 0.356 0.833
C 4.343716 -21.152766 12.669682 0.007 1.516 0.173
H 11.552863 -13.636994 18.132643 0.370 0.463 0.619
C 14.524550 -20.046486 16.176843 0.387 0.705 0.752
H 7.987844 -14.266636 11.380796 0.513 -0.126 -0.046
F 14.007853 -21.132405 15.589366 -0.016 0.027 -0.290
H 14.233476 -18.315958 19.097286 -0.110 -0.127 -0.236
C 13.209571 -10.293685 19.216672 -1.410 -1.112 -0.988
H 8.906679 -10.268233 16.209803 0.014 -0.133 0.158
H 5.981353 -13.029590 11.928238 0.193 -0.560 0.606
H 15.918440 -19.488297 14.611167 -0.263 -0.408 0.257
C 11.638950 -16.484236 10.310812 1.349 0.132 0.852
H 16.886048 -17.603702 15.805331 -0.571 -0.446 0.144
H 13.669689 -23.395744 14.252415 -0.165 -0.388 0.250
C 15.531529 -19.306032 15.615095 1.003 0.536 -1.184
H 6.344918 -17.105565 17.175086 0.054 0.204 0.160
N 6.280673 -13.834231 12.483346 -0.885 0.690 0.160
H 7.766506 -20.900341 15.608710 -0.865 1.535 -0.084
H 14.427222 -15.264543 12.937478 0.097 -1.205 -0.519
C 13.969910 -11.269343 18.586889 0.557 -0.591 0.280
H 13.065516 -18.197315 15.034965 1.204 -0.712 -0.507
H 7.569821 -14.307195 16.830030 -0.406 -1.194 0.442
H 14.356206 -23.592693 10.015390 -0.221 -0.170 0.386
C 12.050689 -12.732983 18.531594 0.643 -1.696 -1.220
H 10.345766 -23.764462 13.870192 0.406 0.083 -0.281
H 11.576924 -20.765574 11.537318 0.300 -0.018 0.389
C 8.596324 -11.963987 14.878786 0.379 0.218 0.777
C 9.830098 -24.048337 15.881938 0.024 0.255 1.187
H 12.255682 -11.683119 15.482455 -0.212 0.051 0.064
H 7.273742 -14.503400 20.289982 0.189 0.715 0.880
C 12.292202 -21.564806 11.716722 -0.009 -0.481 0.247
C 10.043530 -18.104384 11.189399 -0.167 1.033 -0.019
H 9.178948 -24.152424 17.899185 -0.016 -0.286 0.377
C 12.088102 -17.872323 15.211258 -1.109 0.961 0.482
C 11.344731 -17.600564 11.087316 -1.173 0.094 -1.036
C 11.003147 -18.393833 14.515442 -0.552 -0.113 0.263
C 5.335413 -19.373749 14.597509 -1.149 -2.054 -1.069
C 9.574772 -16.810717 15.692799 -0.055 -0.795 -0.052
H 9.850782 -19.047962 11.688339 -0.015 0.228 0.145
C 13.368944 -23.161102 13.249503 1.309 -0.272 -0.947
C 6.293628 -15.504808 13.940618 -0.777 -0.444 0.029
C 9.101034 -22.181094 14.652737 -0.076 -0.216 -0.281
C 14.592409 -18.598374 18.110988 0.680 0.346 -0.651
C 13.883678 -14.607306 13.556664 0.491 1.351 0.601
C 9.851669 -23.346641 14.724444 -0.518 0.391 -0.998
H 7.988605 -16.623579 19.415083 0.414 -0.333 -0.138
C 13.786620 -23.198305 10.861103 0.920 -1.222 0.029
H 8.566385 -16.435414 15.840068 0.177 0.115 0.241
C 13.394476 -12.528826 18.292657 0.456 1.336 -0.259
H 4.755987 -13.960553 14.028633 -0.208 0.094 -0.426
C 8.355619 -21.748751 15.724737 0.213 -0.760 -0.469
H 4.541306 -20.731874 16.057257 -0.279 0.285 -0.694
C 16.083698 -18.193684 16.279038 0.299 -0.585 -0.956

No. 2
149
Properties=species:S:1:pos:R:3:forces:R:3 method="wB97M-V/def2-TZVPD" lumo_energy_ev=-5.91 charge=+1 total_energy_ev=-527325.309 mol_weight_da=1629.48 orbital_gap_ev=2.524 multiplicity=1
H 1.124125 -1.588760 1.181565 0.850 -0.028 -0.649
H -7.242109 -7.575139 -0.919881 -0.039 0.250 0.031
N 5.609021 -5.029363 -0.045153 0.126 -0.452 0.578
H 2.535800 -0.548095 11.684284 -0.338 0.009 0.185
C -0.451685 -2.848284 0.468264 0.100 -1.081 -0.206
H 10.669067 1.964762 3.981392 0.317 0.245 -0.190
O 0.209268 2.690932 12.037047 1.157 -1.805 -0.431
C 6.655181 -5.858353 2.457391 -0.066 0.695 -2.466
Br -9.543304 2.559555 0.486137 -0.019 -0.253 -0.612
C 0.901264 -9.325064 -6.183547 0.036 0.682 -0.416
H -3.691030 -6.417967 8.123195 -0.037 -0.161 0.155
N 0.730670 1.565577 12.008885 -0.752 -0.064 0.595
H -1.505793 -2.663301 0.261526 -0.085 -0.527 0.425
Br -7.911763 -0.150676 -11.638273 1.058 0.174 -0.092
C 1.535409 11.130920 -5.249180 2.862 0.038 1.807
O 0.107249 12.527418 -6.407275 0.557 0.622 0.491
C -0.443193 -9.180972 -5.890715 -0.012 1.476 -1.160
O 0.791833 9.930095 3.363194 0.622 -1.558 -0.471
O -3.914568 -0.616829 6.649948 0.103 -0.566 0.619
H 7.954432 5.874417 5.418450 -0.579 -0.333 0.114
C -0.050463 -12.609359 0.354781 -2.393 -1.153 -0.331
C 1.504810 1.961392 9.595475 -0.859 -1.332 0.806
C -6.028871 0.346513 -11.512423 0.685 -0.853 0.777
Li 4.268848 -3.127552 -4.148983 -0.542 -0.056 0.529
H 7.432236 -3.876312 2.538640 -0.013 0.254 -0.015
C 2.347763 -0.006785 10.768843 -0.498 1.115 1.257
Li 6.157242 1.264143 -6.366688 -0.156 0.266 -0.005
H -3.213340 -2.257718 8.575296 -0.039 0.274 -0.207
C -4.864772 -4.023956 6.159913 -0.473 1.991 -0.317
C 3.263107 6.056023 -11.421043 2.390 -1.026 0.879
C -0.032154 -6.820593 -5.390468 1.402 -2.147 -1.717
H -3.768670 -13.535553 -0.327459 -0.203 0.280 0.140
C 8.486531 4.970387 5.161530 -0.078 -1.210 -0.363
C 1.792672 4.461477 -9.635656 0.935 1.783 -2.179
H -10.724115 -9.874569 -2.115771 0.356 -0.034 -0.516
H -0.411952 13.657876 3.251910 -0.074 -0.217 0.283
C -8.533838 2.365936 -1.184558 0.366 0.446 0.687
C -10.986514 -8.478615 -0.581808 0.835 1.389 -0.374
H -0.856903 9.702448 1.476500 -0.042 -0.079 0.405
H 1.299489 6.761109 -12.044203 0.552 0.270 -0.556
C -3.377430 -4.367347 8.493044 -0.412 -0.350 -0.601
H -2.005968 -14.226784 -1.783349 0.218 -0.281 -0.005
C -8.905871 -8.679681 -1.795904 0.263 0.240 1.134
N 3.144795 4.442604 -9.597163 -0.238 -0.310 -0.351
C -10.390330 -7.462183 0.184796 1.915 -1.120 -0.110
C 2.846800 0.301045 8.449282 0.589 0.699 0.490
C -0.908776 12.970930 2.582840 -0.120 -1.579 0.056
C 0.230475 -1.534239 0.559858 -0.136 0.595 -0.600
H 4.045972 12.559729 -3.421576 0.279 0.025 -0.194
H -0.394106 -5.833787 -5.142271 0.258 0.071 0.219
C 4.028089 10.467609 -3.986033 -0.507 -0.343 0.252
C 1.924049 6.105401 -11.455675 -3.451 0.208 0.787
C 6.243480 -4.133082 0.772694 -0.108 -2.663 -0.677
N -4.472078 -1.599397 6.191320 0.201 0.943 -0.195
H 0.929289 2.872886 9.529543 -0.004 0.072 0.398
C -0.518052 0.963351 -1.542106 0.368 -0.441 -0.800
C -10.234600 -9.060456 -1.601963 -0.558 0.076 1.063
C -1.759435 -13.661883 -0.896500 3.191 0.368 0.052
H -5.132213 -6.108512 6.091981 0.237 -0.199 0.126
C 1.143034 5.351717 -10.561047 1.264 -1.690 1.753
C -4.326151 -2.900808 6.838217 0.009 -1.807 0.173
H -3.136131 -11.904962 1.634347 -0.339 -0.120 -0.182
H 4.907092 5.122006 -10.385294 0.168 0.039 -0.032
C 2.359958 12.130079 -4.658692 0.456 -0.829 0.194
C -3.620698 -3.091574 8.022889 0.321 1.202 -0.162
O 0.608580 0.730867 12.917306 0.480 1.133 -1.472
C -1.851765 13.439875 1.676519 0.371 -0.452 -1.240
H -7.526886 2.592117 -0.833889 -0.117 -0.549 -0.399
N -0.406662 -13.402083 -0.701762 -1.408 0.634 0.442
H 2.175033 13.194107 -4.651235 -0.697 -0.080 -0.227
C -2.766235 -13.209980 -0.091781 -0.369 0.508 0.269
H -8.306315 -9.260346 -2.481293 0.146 0.345 -0.302
H -2.963239 12.989840 -0.140148 -0.258 0.092 0.171
C -1.168110 10.731419 1.580281 1.120 0.175 1.544
Br -4.809721 -0.454070 -12.832794 -0.814 0.180 0.363
C 8.026743 3.945383 4.314991 2.035 1.048 -0.839
H 4.981975 -7.091079 -0.206894 -0.151 0.438 -0.590
H 1.266938 0.593711 -0.374671 0.143 0.494 0.234
N 0.312882 10.986202 3.611147 -0.364 2.505 1.764
C 3.244800 9.497377 -4.560422 -1.526 -0.326 -1.291
H 5.864925 -7.715799 2.062690 -0.403 -0.471 -0.780
H 1.296495 3.739156 -9.004418 -0.293 0.296 0.175
C 3.558464 11.776804 -3.983496 -0.828 -0.044 -0.462
H 6.457910 -3.148911 0.383059 -0.378 0.126 -0.030
H 2.777084 -8.254892 -6.363772 0.096 -0.121 -0.188
C -2.366531 12.592658 0.667670 0.222 0.761 1.274
C 9.773811 4.873281 5.611572 1.486 0.030 -0.672
C 1.499289 1.137676 10.779712 1.195 0.499 -1.838
H 9.995928 5.724509 6.238034 1.053 -0.224 0.235
C 0.811990 0.129087 -1.249460 1.527 -1.488 -2.443
H 2.048549 2.079351 7.512529 -0.159 -0.035 -0.024
N 8.880079 3.032588 3.826073 0.214 -1.256 1.019
H -2.542552 10.648199 -0.073686 0.230 -0.382 0.031
F -1.300850 0.900234 -0.472235 -0.590 -0.263 0.932
H 4.898206 10.036683 -3.513170 0.410 0.907 0.272
H -0.385048 -0.851348 1.145431 -0.319 0.437 -0.453
C 6.821988 -4.557189 1.963834 0.095 -0.086 0.973
H 3.853203 -1.123724 9.718331 -0.195 -0.195 0.032
C -3.905088 -5.415986 7.781719 0.035 -1.617 -0.483
H -0.057461 -3.401631 -0.384082 0.047 0.192 -0.256
C 10.713190 3.889696 5.140545 -2.089 -0.810 -0.073
H -12.029531 -8.681820 -0.388824 -0.018 -0.306 -0.208
C -2.074231 11.246044 0.694212 -0.307 0.496 -0.979
H -10.997699 -6.990381 0.943017 0.233 0.273 0.213
H 3.536763 8.458899 -4.612720 0.238 -0.021 0.238
H 0.993193 -12.407672 0.545844 0.147 -0.144 -0.258
H 11.748370 3.868198 5.447690 -0.035 0.061 0.174
O -5.113028 -1.555680 5.164421 -0.376 -0.302 -0.236
C -4.653799 -5.286766 6.604086 0.265 0.104 1.194
C 10.174391 2.870716 4.299118 -2.113 2.974 0.658
N -9.047562 -7.194026 0.173492 -0.110 -0.683 -2.918
O 1.692617 -0.045574 -2.333532 -1.876 1.042 1.793
Br -8.611529 0.570984 -1.945489 -0.068 0.950 0.270
N 1.323948 -6.992299 -5.672889 -1.786 -0.107 0.045
Br -5.283358 -0.199520 -9.659626 -0.797 0.773 -1.597
C 1.723320 -8.198530 -6.133947 -0.600 0.915 1.348
C 3.832888 5.191428 -10.472765 -0.756 -0.001 0.479
Br -8.906697 3.838515 -2.398579 -0.158 -0.597 0.054
C 2.091923 1.487506 8.414884 0.508 -0.740 1.086
F -0.339441 2.271157 -1.765848 0.903 0.493 0.025
O -0.595293 10.571737 -5.904580 0.976 0.469 0.574
H 3.979577 6.612307 -12.007233 -0.432 0.219 -0.371
C -2.440377 -12.350437 0.938733 2.794 -0.015 1.240
H -2.089180 14.492470 1.630867 0.033 0.079 0.147
H -0.186210 -3.509819 1.292884 -0.778 0.172 0.468
H 1.379576 9.060079 -5.627472 0.152 -0.346 0.143
H 1.281742 -10.243658 -6.605215 0.075 -0.152 0.262
H -2.767448 -4.607386 9.351360 -0.077 0.431 0.156
H 3.409583 -0.024304 7.586823 -0.156 0.047 -0.255
C 5.473633 -6.330836 0.381930 0.335 1.819 0.633
C -8.306899 -7.755338 -0.907431 -3.021 -0.433 1.989
H -1.990169 -7.717355 -5.404371 -0.114 0.023 -0.230
C 3.096343 -0.355457 9.660708 -0.976 0.596 -0.830
H -1.064242 -10.019428 -6.169430 -0.463 0.038 0.578
O 0.391174 -1.195420 -0.839144 -0.066 0.707 0.907
O 0.518572 11.603628 4.693779 -0.778 -0.763 -2.568
F -1.271846 0.564273 -2.593158 0.484 -0.616 0.149
C 2.018119 9.796048 -5.161636 -1.002 1.343 -0.455
H 7.239598 -6.217880 3.291413 -0.406 0.068 0.311
H -5.525074 -3.840167 5.325279 0.244 0.064 -0.221
C -1.034085 -12.119234 1.232428 -1.734 -0.064 -1.421
C -0.944765 -7.871320 -5.627548 1.188 -0.584 1.293
C -0.600102 11.577276 2.567398 -0.649 0.918 -0.428
H 7.062261 4.068943 3.844987 -0.214 -0.532 -0.071
H -0.780275 -11.480249 2.065308 0.094 -0.007 0.050
C 5.945331 -6.737390 1.612502 0.951 0.339 1.927
H -5.926122 1.417288 -11.688466 -0.129 -0.273 0.550
N 0.262229 11.462295 -5.857579 -1.376 -1.410 -1.334
H 0.070033 5.424548 -10.462236 -0.073 0.155 -0.520